{
  "formula": "C93H207N9O15S6",
  "method": "wB97M-V/def2-TZVPD",
  "homo_ev": -7.97,
  "homo_lumo_gap_ev": 8.06,
  "e_lumo_ev": 0.1,
  "species": ["O", "H", "H", "H", "C", "H", "H", "H", "H", "C", "H", "H", "H", "H", "N", "H", "H", "H", "C", "H", "H", "C", "O", "H", "C", "C", "H", "H", "C", "S", "H", "O", "O", "C", "H", "H", "H", "H", "H", "H", "H", "H", "C", "H", "S", "H", "C", "H", "H", "C", "C", "C", "H", "H", "H", "C", "C", "C", "H", "H", "H", "C", "C", "H", "H", "S", "C", "C", "H", "H", "O", "H", "H", "H", "H", "H", "O", "H", "C", "C", "H", "H", "H", "H", "H", "H", "C", "C", "H", "O", "H", "C", "H", "H", "C", "H", "H", "H", "H", "H", "O", "H", "N", "H", "N", "H", "C", "C", "S", "C", "H", "H", "H", "H", "H", "H", "C", "C", "C", "C", "C", "H", "H", "C", "H", "H", "C", "H", "H", "C", "H", "O", "H", "H", "H", "H", "H", "C", "H", "H", "C", "C", "H", "H", "H", "H", "H", "C", "N", "C", "H", "H", "C", "H", "C", "H", "H", "C", "H", "H", "H", "H", "H", "H", "O", "H", "N", "H", "C", "H", "H", "S", "H", "C", "C", "C", "H", "N", "O", "C", "C", "H", "H", "C", "O", "C", "H", "H", "H", "C", "H", "H", "C", "H", "H", "C", "H", "H", "H", "H", "C", "H", "C", "H", "C", "H", "C", "H", "H", "H", "H", "H", "N", "H", "C", "C", "H", "C", "H", "H", "C", "C", "H", "H", "H", "H", "H", "C", "H", "H", "H", "H", "O", "C", "H", "C", "H", "N", "H", "C", "H", "H", "H", "H", "O", "C", "H", "C", "C", "C", "H", "H", "C", "H", "C", "C", "H", "H", "H", "C", "H", "C", "H", "C", "H", "C", "H", "H", "C", "H", "H", "C", "N", "C", "C", "H", "H", "H", "C", "H", "H", "H", "H", "H", "O", "H", "H", "C", "H", "H", "H", "H", "C", "H", "C", "H", "H", "H", "H", "H", "C", "H", "H", "S", "C", "H", "H", "H", "H", "H", "H", "H", "H", "H", "H", "H", "H", "H", "H", "H", "H", "H", "C", "H", "H", "C", "H", "H", "C", "H"],
  "xyz": [[-7.503894, -0.156498, 0.527007], [-0.492160, -2.797416, 0.700955], [-6.559652, 7.705467, -3.628501], [-1.383030, 3.994908, 4.646568], [0.038634, -1.110854, -0.488009], [-0.529249, 2.335231, 1.916309], [2.158633, 1.379055, -7.846227], [-6.290517, 0.524591, 4.338952], [0.318361, 8.445832, 0.198799], [1.877930, 4.168333, -1.856311], [-0.137151, -3.099526, -5.465936], [4.587391, -0.628035, -0.049650], [4.150051, 4.165146, 6.726995], [-9.335946, 0.744751, -1.950087], [7.838324, 0.570224, -0.605227], [5.127616, -6.398784, 1.771967], [-5.803061, -2.020074, -0.128206], [2.798074, 3.158632, 5.712725], [-1.513467, 6.667737, 6.057928], [-1.144355, -2.587615, -1.505693], [-1.192781, 2.079739, -7.307629], [1.968656, -7.421936, 9.441179], [8.189618, 1.094225, 0.648980], [-3.759125, 6.127339, -3.092632], [-4.455097, 7.263425, 0.115306], [1.502650, -4.774520, 6.139140], [-7.078616, -0.251491, -1.930745], [7.933703, -5.604230, -7.571558], [1.433167, 6.688414, -0.482322], [-0.205454, 6.223711, 4.798301], [-8.510096, 4.315573, -2.423160], [3.569932, 2.753579, 8.896205], [0.122952, 7.408654, -2.397527], [1.201096, -1.919512, 1.590618], [-1.424262, 1.511059, -0.152925], [2.036789, -0.414147, -1.096172], [-6.630896, -3.518396, -0.459266], [5.044183, -0.181682, -2.255124], [1.026401, -7.809394, 4.521387], [6.484737, -5.529119, -8.551726], [-0.406957, -1.188559, 2.770443], [-2.982276, 0.871541, 6.895432], [-2.900718, -0.620835, 5.455605], [8.893895, -0.466598, -3.319557], [-4.215731, -3.719196, -0.964918], [-2.663885, -1.233712, 6.325312], [-4.580307, 7.979369, -2.650837], [5.219401, -0.687803, 7.505566], [4.682527, 1.720524, -0.934828], [1.778263, 1.202662, 1.494922], [8.307261, -1.088390, -2.643292], [4.800170, -4.130101, -6.720652], [3.870642, -3.015218, -1.232616], [8.217633, -2.627770, -0.688530], [9.862564, -2.296926, -0.242452], [-3.628299, 0.514266, 6.093484], [2.392170, 5.873061, -3.535474], [-1.128468, -6.011802, 1.808951], [6.502356, -1.128671, -3.917356], [3.887031, -2.727943, -8.252257], [0.361887, 1.373014, -4.363021], [-2.905941, -2.615149, 3.912793], [-3.227131, 8.536205, -3.192239], [-2.309931, -6.575127, -0.969828], [-4.661213, -2.030671, -2.504687], [-0.461561, -6.953228, 0.416641], [-5.713257, -3.103003, -0.042764], [1.807461, -5.051924, 8.544058], [-9.102637, 3.895995, 0.189827], [-3.810740, 1.389908, 5.470544], [-0.563325, 1.309034, -0.526524], [-7.661230, 1.027673, -3.044525], [-1.146777, -1.528527, -9.872676], [0.760540, -0.032245, -2.200348], [-5.443479, 8.863281, -4.528502], [2.347933, 8.303320, -1.533095], [3.417707, -0.021892, 4.989918], [-0.857800, -5.489668, 8.738041], [-1.081214, -0.580715, -7.838533], [-1.280300, -1.534836, -1.258155], [-3.212063, 8.364661, -4.268553], [4.947435, -8.646224, -5.316541], [-1.115700, -7.021416, 8.990851], [1.325970, -8.289747, 9.589426], [-5.259681, 5.824469, -2.217788], [2.503884, -7.086206, 5.030339], [-9.253316, 3.220851, -0.652536], [0.236925, 4.901820, -3.735951], [6.597026, 1.884275, 6.877663], [0.382421, -8.261680, 7.088745], [4.689475, -7.969340, -8.352576], [6.796926, -1.098916, -2.868332], [1.733306, -6.093883, 3.982552], [5.585333, -0.305496, 1.237501], [-6.768815, -1.784271, 6.758489], [-2.200492, -6.202748, 1.858187], [-7.553931, -2.180890, 6.114764], [3.323667, -4.263444, -8.438026], [-2.121236, -1.483337, -0.566575], [0.890474, 2.349133, -5.561380], [0.993606, -6.445261, 0.364873], [1.933704, -3.250205, 7.436483], [-0.367102, 0.443138, -7.057630], [-0.806579, 4.968524, -3.428147], [-0.209874, 0.138801, 0.271385], [-2.202448, 5.152475, 3.588352], [4.065654, -7.290870, -7.770651], [-4.943956, 0.030361, 6.700677], [4.064757, 2.071477, 7.622203], [3.748677, 3.280920, 6.231879], [-3.352091, 10.530499, -0.233114], [0.294060, 5.507632, -4.640299], [6.102506, -1.508440, 0.179527], [-2.497567, 0.567243, -9.143618], [-2.900515, 0.490541, -7.353760], [2.347576, 0.604734, 0.783251], [1.891571, 5.335487, 0.245707], [1.295791, -4.133980, 7.446786], [1.483550, -6.842985, 4.733924], [10.177485, 0.086106, -1.418146], [5.959643, 2.108378, 7.733014], [2.588552, -4.783035, 6.045071], [-0.777987, 4.543668, 3.088961], [5.720447, 1.884052, -0.644876], [-3.418883, -2.851359, 2.980472], [-2.613663, 6.584318, -0.804936], [-0.713425, -6.061166, 5.735578], [10.044616, 1.056562, -1.896345], [4.979108, -3.838053, -8.909333], [4.232668, -3.753146, -8.119584], [6.649816, -3.348340, -7.565612], [4.294631, -3.559227, 1.671261], [6.179264, -2.384848, 4.174223], [-0.158983, -6.240910, 10.226833], [6.514454, -1.894857, -2.179289], [-5.771222, 10.458974, 0.533983], [6.265448, 3.103168, 8.057015], [1.084921, 1.347374, -5.178280], [-7.159882, -1.236278, 7.615741], [-10.834466, 2.095504, 1.416492], [-1.327592, -1.776279, -6.817774], [4.492739, -7.664961, -5.452411], [6.877577, -3.981272, -5.946034], [0.360511, 3.828695, -3.881665], [10.585581, 0.193773, -0.413168], [1.673309, -4.540181, 9.497063], [-6.598503, 3.860904, -0.836798], [-5.590651, 9.418134, 0.802610], [1.111058, -7.021905, 7.147241], [-4.388974, 6.477689, -2.274917], [-5.059336, 0.486748, -0.222938], [-1.358973, -5.770014, 6.564184], [-4.681928, -3.115773, -2.605820], [-3.141382, -0.829402, -8.278753], [-4.517352, 8.799216, -0.229358], [5.592333, -2.175223, 6.897362], [1.314394, -1.727576, -2.120806], [5.649224, -0.517207, 0.170171], [4.208673, -4.623893, -1.766820], [0.406644, -1.724935, -9.265256], [2.020357, 1.228411, -4.631549], [2.767219, -5.474578, -5.093326], [-1.866778, -2.336784, 3.737438], [-3.594742, 5.313832, -0.524623], [-5.575940, 10.036412, -2.054056], [-2.005795, -0.128673, 5.074830], [4.213369, -5.467470, -6.213250], [2.754346, -4.468032, -0.708889], [5.205589, -1.999489, 3.871617], [2.617465, 5.030590, -4.189366], [-1.021283, -6.976092, 5.229389], [4.876053, -0.570317, 5.141189], [2.984424, 0.280683, -6.773038], [0.759809, -6.204779, 5.976818], [-5.809819, -0.942837, 5.893264], [-0.458729, -1.070257, -9.162263], [2.083851, 6.811747, -3.995812], [-7.689961, 1.249064, 0.078310], [2.806445, -5.397056, -6.049389], [4.723906, -6.785829, -6.583195], [2.683993, 4.418213, -0.653441], [2.931554, -7.795069, 9.092341], [5.583808, 2.197158, 0.390203], [0.389801, 0.446807, 1.632665], [-0.397520, 1.708135, -7.696297], [-2.440329, 0.002647, -8.213000], [1.752581, 2.198449, 1.052376], [1.262384, -0.562775, 3.290864], [1.133061, -4.129526, 5.341960], [-0.291430, -6.325770, 9.148237], [-3.317333, -0.389983, 2.356659], [3.591376, 4.935463, -0.965238], [6.109762, 0.047631, -2.262895], [0.248950, -3.865852, 7.589359], [-0.113494, -0.202823, -9.724823], [4.831151, -1.403742, 6.781138], [2.265011, 1.291297, 2.466164], [6.245920, 2.641453, -1.226528], [-3.849550, 7.086744, 1.004226], [-3.055909, 9.609333, -3.107460], [-1.356105, -6.049959, -0.919739], [4.408062, -6.913240, 0.308044], [8.750725, -0.520110, -1.229140], [0.499511, 7.256526, 1.505920], [-4.103316, -0.483967, 3.105988], [6.532521, 0.780316, -2.950323], [4.492323, -3.063648, -5.702800], [-5.907414, 0.594899, -2.718899], [2.150530, -7.007991, 10.432973], [-0.678903, 7.070497, 0.247793], [3.886304, -1.912707, 6.971741], [0.369313, -0.975728, -4.569046], [0.640500, 6.296661, -1.758048], [2.050149, -0.313600, -8.150608], [-3.673693, 6.341553, -0.879126], [-6.808716, -0.093765, 5.071908], [-0.825856, 7.419438, -2.251711], [1.217101, 5.406097, -2.652405], [-4.515358, 0.486154, 3.383817], [1.011264, -8.927406, 7.376795], [-5.542748, 7.959042, -3.928006], [-9.858005, 0.843607, -0.998361], [-1.028589, 7.454082, 6.636418], [-10.264593, 3.314590, -1.048287], [-4.746700, -0.415146, 7.675726], [-8.819739, 2.728589, -2.646433], [10.820944, -0.542571, -2.033628], [-0.561759, 1.353631, 2.389070], [3.534956, 7.195862, -1.206867], [-6.360944, -2.663915, 7.256437], [1.434239, -2.778884, 2.219291], [8.377361, 2.005744, 0.413405], [-4.475355, -5.197967, -1.162671], [0.585238, -0.840556, 2.483143], [0.951114, 5.013152, 0.692642], [-1.240420, 4.874557, 4.018891], [3.442682, -2.769914, -5.711650], [-4.974572, -1.784161, 5.042049], [-9.925501, -0.194950, -0.674382], [2.064814, 0.417228, -7.342045], [-0.730273, -6.363047, 2.760880], [4.472336, -2.799511, 3.973549], [-6.540062, 8.906033, 0.646214], [6.596108, -6.677564, -5.850651], [0.860879, 5.452209, 5.543699], [3.733731, -4.062280, -0.962384], [-2.621739, 9.366966, 0.826537], [1.130384, -0.820660, -1.544827], [0.349000, 7.381877, 0.433658], [-6.904365, 0.755910, -2.308714], [0.757312, -2.657469, -6.896905], [-7.250510, 0.611782, 5.775563], [-9.163393, 1.793030, -0.036791], [2.933563, 8.271036, 0.092065], [-3.155732, 9.464451, -0.118683], [6.397740, 0.486444, -0.712284], [2.172172, -1.671754, 1.161988], [3.323209, 6.083494, -3.009176], [-0.777335, -6.138729, -1.839111], [-9.794634, 1.769599, 1.391012], [-4.857724, -1.063137, 2.573514], [0.420899, -2.304331, 0.367345], [-9.252710, 2.429721, 2.068260], [2.649056, 7.622730, -0.736706], [-0.504327, 1.565953, 3.456654], [-5.257623, 1.547846, -0.374124], [6.223579, 1.416318, 8.532703], [-5.680776, -3.396867, -2.939553], [-6.757016, 1.634184, -1.041583], [-1.001225, -4.929330, 1.821628], [-10.821018, 1.238390, -1.322181], [6.853712, -5.463418, -7.528191], [-5.160872, 8.803862, -1.575192], [-8.408018, 3.379098, -1.874790], [-3.736079, -1.333516, 4.361457], [8.428447, -1.700013, 0.672063], [-5.469574, 6.908518, 0.296926], [6.530265, -7.535108, -7.529029], [1.133320, -6.445519, 8.545166], [1.876575, -1.584389, -5.472859], [-2.522623, 6.917094, 5.730033], [-1.694044, 5.949857, 6.858019], [1.143562, -2.926914, -0.160143], [-1.286680, -1.019633, -2.218680], [-5.681322, -2.750540, 4.295363], [-5.041624, 7.234488, -4.569876], [3.064834, -7.708773, -7.662029], [8.874027, -1.843065, -0.312365], [-2.549814, 9.204079, -0.986541], [-5.025381, 2.103765, 0.534236], [2.424146, 5.510995, 1.180410], [-3.937118, -3.330382, -3.372187], [-6.990772, 3.111084, -1.523812], [4.442845, 3.054831, 5.422493], [6.229835, -6.715255, -6.876579], [8.527001, -2.148198, -2.772203], [4.000214, -6.503619, -8.521691], [-5.866033, -3.263718, 1.024438], [-2.010512, -1.440859, -6.037250], [3.441786, -7.941514, -5.536820], [6.299973, -4.103959, -6.862230], [-5.226816, 9.183985, 1.803052], [-7.550868, -0.597143, 4.452290], [4.837445, -4.420892, 0.525777], [4.401736, -6.088292, 1.020443], [-1.527878, -5.002220, -0.673111], [2.909977, 3.455708, -0.194513], [-6.468784, 3.355259, -2.449025], [4.780865, -3.250377, -4.668411], [-5.552636, 0.909992, 6.910065], [-1.939506, -2.559602, -7.265061], [1.012966, 3.589836, -1.531871], [4.660885, -7.171914, -4.494951], [3.369763, -6.065229, 1.370582], [-6.520401, 9.918715, -1.928630], [-2.967797, -3.304491, 4.754853], [2.584408, 3.535106, -2.392994], [2.880570, -5.126336, 8.368037], [-6.134597, -2.240408, 3.620149], [5.038956, -1.658599, 2.849787], [-7.244525, -0.049783, 1.445126], [-1.565931, 1.023195, 2.123476], [0.044795, -2.281352, -6.162765], [-9.737699, 0.793985, 1.873756], [4.999611, -2.133933, -5.960456], [0.922773, 0.236591, -6.310605], [-4.487011, 1.820155, -1.095293], [-2.382652, 7.881762, -2.976214], [0.876450, -1.153270, -5.517408], [-0.913794, -5.254266, 5.030699]],
  "atomic_forces_ev_per_a": [[-0.936, 1.591, -1.518], [-0.049, -0.482, -0.322], [0.018, -0.033, -0.354], [0.289, 0.343, 0.417], [-0.434, 1.210, -1.631], [0.158, 0.319, -0.010], [-0.576, 0.215, 0.434], [0.280, 0.255, 0.103], [0.196, 0.174, 0.188], [-2.023, -0.367, -0.778], [-0.009, 0.127, 0.147], [-0.039, 0.052, -0.648], [-1.108, 0.637, -0.437], [0.276, 0.275, 0.183], [0.054, -0.830, -2.249], [-0.196, 0.424, 0.295], [0.225, 0.196, -0.348], [-0.389, 0.552, 1.096], [0.680, 0.159, 0.833], [-0.061, -0.203, -0.079], [-0.018, 0.357, -0.047], [-0.993, -0.115, -0.015], [0.644, -0.628, 0.154], [0.020, -0.458, 0.041], [1.272, -0.427, -0.102], [-0.898, -1.309, -0.806], [-0.628, -0.217, -0.130], [-0.013, 0.436, 0.258], [-0.336, -0.901, 0.527], [-1.289, -2.426, 1.149], [-0.030, 0.592, 0.661], [0.893, -0.618, -1.595], [0.454, 1.165, -0.732], [1.001, -0.032, 0.832], [-0.241, 0.136, -0.171], [0.173, -0.350, 0.095], [0.257, -0.220, -0.575], [-0.196, 0.791, -0.619], [-0.190, 0.345, -0.895], [0.216, 0.512, -0.395], [0.045, 0.061, 0.505], [-0.135, 0.223, 0.171], [-0.321, 1.028, -0.694], [-0.390, -0.190, -0.682], [-1.978, -1.831, -0.412], [0.251, -0.803, -0.559], [-0.540, 0.426, -1.256], [-0.993, 0.330, 0.038], [-0.001, 0.280, -0.627], [-0.675, -0.937, -0.402], [-0.412, 1.601, 0.301], [-1.235, -0.805, -0.415], [-0.450, 0.061, 0.522], [-0.020, -0.073, -0.413], [0.132, 0.413, -0.008], [-0.988, 0.414, 0.662], [0.312, 0.871, 0.596], [-1.051, -0.335, 0.631], [0.008, -0.834, 0.131], [0.306, 0.488, 0.707], [-0.586, -1.020, -0.090], [-1.364, 1.951, 0.372], [-0.134, -0.840, -1.214], [-0.123, 0.241, -0.383], [-0.133, 0.317, -0.152], [2.090, 2.572, 0.028], [-0.578, 0.759, -0.412], [-0.344, 0.023, -0.452], [0.270, 0.546, -0.437], [0.065, -0.126, -0.464], [0.938, -1.383, 0.750], [0.359, 0.153, 0.166], [-0.657, -0.059, 0.443], [0.015, -0.060, -0.177], [-0.501, 0.333, 0.463], [-0.306, 0.381, 0.020], [2.504, -1.096, -0.103], [0.641, 0.886, 0.311], [0.148, -1.281, 0.803], [1.894, -0.152, 0.365], [-0.313, 0.168, -0.348], [0.712, 0.080, -0.888], [0.965, -1.301, -0.216], [0.096, -0.235, 0.182], [-0.450, 0.557, -0.230], [0.030, -0.197, 0.558], [-0.578, -0.779, 0.569], [-1.080, -0.148, 1.000], [-0.682, -0.279, -0.451], [-0.304, 0.761, 0.205], [-0.092, -0.759, 0.460], [0.938, -1.000, 1.993], [-1.117, -0.282, -0.702], [0.513, 0.699, 0.102], [0.487, -0.818, 0.472], [-0.201, -0.058, -0.087], [-0.198, 0.214, 0.258], [0.172, -0.645, 0.323], [-0.198, 0.449, -0.424], [0.925, 0.048, -0.484], [-1.349, -0.949, -0.213], [-0.399, 0.435, 0.306], [-0.275, -0.449, 1.479], [-0.162, 0.193, 0.406], [-0.720, -0.556, 2.006], [-0.291, 0.727, 0.661], [-1.047, -0.506, -3.509], [-0.035, 0.146, 0.733], [-0.245, 0.307, 0.511], [2.014, -1.120, 0.381], [0.179, 0.271, -0.022], [0.250, -0.347, -0.100], [0.021, -0.141, -0.437], [0.204, 0.172, 0.285], [0.344, 0.769, -0.034], [0.556, -0.035, 0.346], [-0.688, 1.607, 0.474], [-0.277, 0.263, 0.840], [0.421, 0.150, 1.621], [-1.398, -0.008, 0.765], [-0.411, 0.720, 0.238], [0.122, -0.878, -0.518], [0.821, -0.069, 0.222], [-0.052, -1.042, 1.047], [0.425, -1.138, 0.108], [0.139, 0.692, -0.708], [-0.632, 0.431, -0.895], [0.247, 0.086, 0.015], [0.015, -0.457, 0.018], [-0.618, 0.429, -0.577], [-0.464, 0.471, 0.291], [0.508, -1.006, -1.322], [0.155, 0.223, -0.533], [-0.308, 0.369, 0.068], [-0.571, -1.211, -0.959], [0.340, 0.141, 0.607], [-0.274, 0.140, 0.159], [-0.785, -0.190, -0.592], [-0.332, 0.523, -0.403], [-0.057, -0.055, -0.346], [1.464, 0.420, 0.139], [-1.550, -1.828, 2.473], [-0.416, 0.122, 0.356], [0.431, 0.138, -0.490], [0.362, 0.244, -0.169], [-0.053, -0.378, 0.266], [-0.249, -0.104, 0.508], [1.168, -0.940, -1.757], [1.145, 0.223, 0.549], [1.770, 0.551, 1.238], [-0.048, -0.115, 0.428], [0.262, -0.584, 0.349], [0.073, 1.731, 0.284], [0.058, -0.339, -0.643], [-1.659, -1.407, 0.665], [0.223, -0.304, -0.686], [0.264, 0.060, -0.154], [0.112, -0.441, 1.006], [-0.200, -0.275, -0.115], [0.147, -0.235, 1.170], [0.369, 0.242, -0.508], [-0.523, 0.085, 0.155], [-0.096, 0.041, -0.092], [-0.794, -0.217, 0.022], [0.016, 0.735, 0.097], [0.398, -0.768, -0.447], [2.216, 2.193, 0.596], [-0.178, 0.477, -0.250], [-1.201, 0.501, 1.817], [-0.113, 0.479, -0.517], [-0.580, -0.054, 0.419], [-2.307, -0.041, -0.719], [0.382, -0.077, -0.195], [2.737, 1.256, 0.017], [-1.062, 0.081, -1.168], [0.731, 0.519, -1.242], [0.219, -0.194, -0.696], [-0.077, 2.205, 0.473], [0.640, -0.168, -0.361], [1.201, 1.647, -1.283], [-0.638, 1.376, 0.859], [-0.062, 0.428, -0.601], [0.507, 0.233, 0.184], [1.190, 1.044, -0.275], [0.338, -0.293, -0.138], [-0.925, -0.830, 0.619], [-0.663, 0.023, 0.039], [-0.350, -0.264, 0.313], [-0.063, -0.078, -0.193], [-0.390, 0.613, 0.213], [0.359, 0.207, 0.321], [0.373, -0.111, 0.366], [0.457, 1.471, 1.329], [-0.024, 0.239, 0.188], [-0.075, 0.456, 0.085], [1.176, -0.744, -0.495], [0.158, -0.218, -0.025], [-0.199, -0.114, -0.089], [-0.415, 0.592, 0.680], [0.033, -0.206, 0.562], [-0.043, -0.657, 0.748], [0.256, 0.492, -0.728], [0.452, -1.768, 1.353], [0.467, 0.001, -0.026], [0.240, -0.502, 0.505], [-1.188, 1.474, 0.391], [-0.975, 1.225, 0.307], [0.000, 0.608, -0.663], [-0.165, 0.244, 0.000], [0.145, -0.576, -0.282], [-0.184, 0.705, 0.044], [0.730, 0.327, 0.309], [0.069, 0.011, 3.629], [-0.168, -0.296, 0.185], [-1.080, 0.928, -0.578], [0.673, 1.134, -0.650], [-0.068, -0.268, 0.278], [3.281, -2.777, -1.797], [0.168, 0.008, -0.207], [0.255, 0.007, -0.108], [1.482, 0.185, 1.118], [-0.509, -0.406, -0.850], [-0.288, 0.556, -0.321], [-0.432, 0.095, 0.785], [0.160, -0.214, 0.040], [0.327, -0.598, 0.089], [-0.128, -0.122, 0.128], [-1.247, 1.085, -1.290], [-0.009, -0.605, 0.596], [0.715, -0.068, -0.309], [-0.118, -0.341, -0.156], [0.201, 0.179, 0.265], [0.687, 0.592, 0.780], [0.314, 0.366, -2.550], [-0.254, -1.174, -0.650], [0.083, 0.097, -1.133], [-0.140, -0.334, 0.092], [1.324, -1.031, 0.843], [-0.255, 0.168, 0.478], [0.742, -0.736, 0.836], [0.324, -0.364, -0.267], [-0.096, 0.096, 0.387], [0.030, -0.194, 0.038], [0.943, -0.858, -0.035], [-0.873, 1.070, -0.748], [1.306, -1.296, 0.976], [-0.152, -0.459, -0.036], [-0.559, 0.084, 0.149], [0.524, 0.415, -0.702], [1.327, -1.294, 1.390], [-0.617, -0.519, -0.619], [-0.588, -0.176, -0.220], [0.755, -2.236, 0.102], [-0.090, -0.398, 0.286], [-0.463, 1.034, -0.786], [-0.690, -0.551, -2.805], [0.394, 0.644, 0.606], [-0.038, -0.018, 0.308], [-0.039, -0.194, 0.136], [0.605, 0.079, -0.338], [-0.366, 0.084, -0.072], [-0.150, 0.664, 1.400], [0.184, 0.246, -0.179], [-0.813, 0.530, -1.154], [0.564, -0.706, 0.038], [-1.036, -0.908, -1.798], [-0.277, -0.030, 0.049], [0.104, -0.401, 0.382], [1.199, 0.673, 0.891], [0.397, -0.030, -0.752], [-0.418, -0.240, 0.444], [-2.318, 0.267, 0.074], [0.448, -2.377, 0.747], [-0.370, 0.384, -0.049], [0.765, -0.406, 0.498], [0.588, 0.405, 0.323], [0.006, -0.122, -0.134], [0.051, -0.464, 0.854], [-0.332, -0.854, -0.537], [0.067, 0.563, 0.738], [0.396, 0.422, -0.677], [0.508, -0.912, -0.481], [-0.855, -0.453, -0.466], [-0.855, 0.397, 0.240], [0.096, 0.539, 0.372], [-0.623, -0.529, -0.019], [0.064, 0.027, 0.193], [-1.188, 0.713, -0.046], [0.306, -0.215, 0.448], [-0.809, 0.077, 0.041], [0.490, 0.836, -0.120], [0.117, -0.502, 0.386], [0.610, -0.365, -0.183], [0.425, -0.277, 0.097], [0.750, 1.743, 1.133], [1.066, 0.268, 0.249], [-0.360, 0.389, 0.085], [1.177, -0.624, 0.138], [0.264, 0.508, 0.344], [-0.330, 0.100, 0.633], [2.519, -3.045, -1.125], [-0.109, 0.619, 0.095], [-0.226, -0.449, 0.540], [-0.594, 1.566, 0.230], [-0.667, -0.690, -0.179], [0.205, -0.079, 0.144], [0.275, 0.177, 0.133], [0.819, -0.805, -0.035], [0.093, -0.576, -0.081], [-0.143, -0.044, 0.159], [0.567, -0.313, -0.515], [-0.036, -0.551, -0.096], [-0.025, 0.230, -0.007], [0.056, 0.136, 0.402], [-0.230, 0.617, -0.271], [-0.120, -0.430, -0.521], [-0.781, 0.036, -1.367], [0.166, -0.417, 0.162], [-0.446, 0.034, -0.488], [0.632, 0.384, 0.289], [0.070, 0.315, 0.119], [-0.327, -0.274, 0.519], [-0.677, 0.892, -1.517], [-0.067, -0.225, -0.370], [0.240, 0.017, -0.285], [-0.851, 0.603, -0.124], [-0.150, 0.324, -0.361], [0.168, 0.493, 0.905], [-1.286, 0.404, -1.193], [0.277, 0.086, -0.389]]
}